C4H10NO2 | ωB97M-V/def2-TZVPD

Its charge is +1. Its structure (SMILES) is C[C@@H](O)[C@H]([NH3+])C=O.

Element x y z (Å)
C1 0.3794 -1.0571 1.6712
C2 0.5713 0.0371 0.6498
O1 1.5554 -0.3600 -0.3158
C3 -0.7291 0.3205 -0.1792
N1 -0.6321 -0.4858 -1.4589
C4 -0.7580 1.7958 -0.5872
O2 -0.0205 2.1765 -1.4503
H1 1.3444 -1.4112 2.0349
H2 -0.0933 -1.9541 1.2827
H3 -0.1463 -0.6369 2.5262
H4 0.9208 0.9664 1.1051
H5 2.4146 0.0514 -0.1785
H6 -1.5872 -0.0545 0.3680
H7 -1.4258 -1.0956 -1.6406
H8 -0.5884 0.1818 -2.2376
H9 0.3093 -0.9285 -1.4513
H10 -1.5143 2.4544 -0.1384

Force components x, y, z for each atom (eV/Å):
C 0.4 0.1 0.4
C 0.7 -0.2 -0.5
O -0.2 -0.1 -0.1
C 0.4 -0.4 0.0
N 0.2 0.7 -0.2
C -0.6 -0.1 -0.2
O 0.0 -0.1 -0.1
H 0.1 0.3 0.0
H -0.4 0.1 -0.2
H -0.3 -0.3 0.1
H -0.3 0.0 0.2
H -0.1 0.1 0.1
H -0.2 0.4 0.1
H 0.2 -0.3 0.2
H 0.1 0.0 0.0
H -0.3 -0.2 0.0
H 0.2 0.1 0.4

***

C4H10NO2 | ωB97M-V/def2-TZVPD

Its charge is +1. Its structure (SMILES) is [NH3+][C@H](C=O)CCO.

Element x y z (Å)
N1 0.3613 -0.5008 -1.7107
C1 -0.3631 0.2377 -0.5386
C2 -0.8111 1.6827 -1.1098
O1 -0.5801 1.8296 -2.2681
C3 0.5815 0.2461 0.6677
C4 -0.0320 -0.4193 1.9452
O2 0.0249 -1.8385 1.9873
H1 0.1406 -1.4961 -1.5951
H2 0.0491 -0.1826 -2.6323
H3 1.3623 -0.3134 -1.6413
H4 -1.2752 -0.3404 -0.4165
H5 -1.1239 2.4042 -0.3520
H6 0.6393 1.3042 0.9924
H7 1.5820 -0.2111 0.6595
H8 -1.0502 -0.0930 2.1928
H9 0.6811 -0.1247 2.7020
H10 -0.1866 -2.1845 1.1176

Force components x, y, z for each atom (eV/Å):
N -0.8 0.3 0.8
C 0.6 0.1 -1.3
C 2.1 -2.5 0.4
O -0.6 1.0 -0.3
C -1.7 0.5 2.0
C 0.5 -0.3 -0.1
O 0.1 0.3 -0.6
H 0.5 0.2 -0.3
H -0.2 0.3 0.0
H 0.0 -0.3 -0.1
H -0.1 -0.1 0.4
H -0.4 0.3 -0.2
H 0.6 -0.4 -0.3
H -0.2 0.3 -1.0
H 0.2 0.3 -0.2
H -0.3 0.3 0.6
H -0.2 -0.3 0.0

***

C4H10NO2S | ωB97M-V/def2-TZVPD

Its charge is +1.

Element x y z (Å)
C1 -1.0605 -0.7539 -0.0534
C2 -1.1174 -3.1170 0.4739
C3 -0.5261 1.8407 1.0131
C4 1.7584 1.6313 -0.4477
N1 2.9377 1.9134 -1.0090
O1 -1.6899 -1.1489 -1.1956
O2 -0.7806 -1.7175 0.7019
S1 0.5570 2.7547 -0.0340
H1 -2.1622 -3.2383 -0.0593
H2 -1.0350 -3.4670 1.4461
H3 -0.4966 -3.7273 -0.3254
H4 -1.4118 2.5254 1.0311
H5 -0.1652 1.7030 2.0853
H6 -0.7994 0.6354 0.5608
H7 1.6550 0.6517 0.0191
H8 -2.2608 -0.4724 -1.4823
H9 3.5837 1.1305 -1.2780
H10 3.0137 2.8562 -1.4467

Force components x, y, z for each atom (eV/Å):
C -1.5 -0.4 -2.1
C -1.6 -1.1 -4.5
C -1.0 -1.1 1.3
C 0.7 0.4 1.1
N -1.0 -0.1 -0.8
O 1.5 -1.5 2.1
O 1.0 -0.9 0.0
S 1.1 -0.4 -0.6
H 1.7 0.6 1.8
H -0.1 -1.3 1.4
H -0.4 1.8 1.9
H 0.5 -0.8 0.1
H -0.1 0.6 -1.4
H 0.4 2.4 0.3
H 0.0 0.0 -0.4
H -0.8 1.7 -0.9
H -0.9 1.4 0.4
H 0.4 -1.2 0.4

***

no.,LUMO (eV)
1,-3.882
2,-3.985
3,-4.130